Entry 1:
Below is C6H7F as an isolated structure in a non-equilibrium geometry, with properties calculated with ωB97M-V/def2-TZVPD.

```
! RIJCOSX wB97M-V def2-TZVPD def2/J DEFGRID3
* xyz 0 1
C 1.4877 -0.0049 0.2889
C 3.1507 0.9461 0.5949
C -1.9022 1.3524 -0.3272
C -0.8015 0.5610 -0.2331
C 0.5072 0.9099 0.2543
C 1.4355 -1.4841 0.0982
F 4.0074 0.6374 -0.3470
H -2.8585 0.9516 -0.5044
H -1.7759 2.3814 -0.0206
H -1.0611 -0.5418 -0.3297
H 0.5951 1.9682 0.7202
H 0.6867 -1.7018 0.8670
H 2.3693 -2.0563 0.1857
H 0.9772 -1.6925 -0.9045
*
```

Properties
- Energy above the lowest of the compared OMol25 structures with the same formula, charge and spin: 116.7 kcal per mole
- Electronic energy: -9046.795 eV

---

Entry 2:
Below is a 7-piece molecular cluster, C24H39BrNO29S6 overall in a non-equilibrium geometry, with properties calculated with ωB97M-V/def2-TZVPD.

```
! RIJCOSX wB97M-V def2-TZVPD def2/J DEFGRID3
* xyz -1 1
C 4.9026 -0.5575 -1.5736
C 3.8382 -1.0278 -1.8629
C 2.3783 -1.4247 -1.8724
C 1.4198 -0.3044 -1.3906
C 2.1998 0.6314 -0.3767
O 2.1730 0.3832 0.8570
O 2.8366 1.6107 -0.7896
O 1.0993 0.6270 -2.4619
C 0.1115 1.4176 -1.8755
O -0.1005 2.5120 -2.2803
O -0.5055 0.7097 -0.8748
C -0.0304 -0.6792 -0.9949
C -0.9504 -1.2912 -2.1184
C -2.3627 -0.6320 -2.2268
N -3.1834 -0.7069 -1.0165
C -0.2822 -1.2341 0.4326
C 0.5196 -2.5076 0.8040
C 0.3581 -3.6972 -0.1817
Br -0.2606 -3.1599 2.5304
H 5.7748 -0.0199 -1.2339
H 2.3231 -2.3421 -1.2600
H 2.1156 -1.7387 -2.9045
H -1.1153 -2.3773 -1.9813
H -0.4554 -1.1855 -3.1083
H -2.9163 -1.1794 -3.0127
H -2.3346 0.4218 -2.5633
H -2.9520 0.0195 -0.3504
H -3.1462 -1.6317 -0.6055
H 0.0232 -0.4451 1.1485
H -1.3501 -1.4239 0.6285
H 1.5740 -2.2936 1.0390
H 0.6014 -3.4040 -1.2245
H 1.0378 -4.5098 0.0895
H -0.7023 -4.0142 -0.2162
C 1.4369 -9.1080 1.7041
C 1.9767 -9.2465 0.2953
O 0.8811 -8.8889 -0.5506
S -0.0177 -7.7707 0.1876
O 0.3671 -6.4923 -0.2929
O -1.3649 -8.2105 0.1904
O 0.5939 -7.9551 1.6661
H 0.8248 -9.9698 1.9810
H 2.2281 -8.9756 2.4389
H 2.3164 -10.2561 0.0764
H 2.7913 -8.5414 0.1117
C 3.5061 1.3441 3.5509
C 3.8778 -0.1005 3.7743
O 5.2458 -0.0605 4.2192
S 5.4867 1.2826 5.0617
O 5.3792 0.9713 6.4497
O 6.6185 1.9529 4.5278
O 4.1609 2.0605 4.6206
H 3.8961 1.7093 2.6003
H 2.4316 1.5014 3.5834
H 3.7816 -0.6948 2.8693
H 3.2771 -0.5485 4.5701
C 0.1903 3.8460 1.1894
C -0.8228 4.8760 0.7477
O -1.9209 4.7198 1.6574
S -1.3550 4.2680 3.0955
O -1.2471 5.4209 3.9208
O -2.0588 3.1062 3.5066
O 0.1210 3.8465 2.6254
H -0.0773 2.8488 0.8345
H 1.1974 4.0875 0.8576
H -1.1470 4.7243 -0.2790
H -0.4329 5.8913 0.8599
C -4.7924 2.6866 -5.3763
C -6.1682 2.4383 -4.7978
O -6.3996 1.0398 -4.9964
S -4.9946 0.2512 -4.8964
O -4.8631 -0.2735 -3.5864
O -4.8498 -0.5516 -6.0587
O -4.0263 1.5300 -5.0245
H -4.8275 2.7556 -6.4649
H -4.3308 3.5842 -4.9726
H -6.9379 3.0294 -5.2885
H -6.1887 2.6358 -3.7232
C -7.4492 5.4044 -9.8645
C -7.0805 3.9738 -9.5284
O -5.7081 4.0366 -9.1310
S -5.4254 5.4504 -8.4126
O -5.5003 5.2629 -7.0070
O -4.3118 6.0576 -9.0405
O -6.7682 6.2010 -8.8905
H -7.0821 5.6872 -10.8538
H -8.5219 5.5775 -9.8141
H -7.2044 3.3012 -10.3735
H -7.6627 3.6027 -8.6811
C 6.9418 -0.4226 10.1112
C 5.9380 0.6270 9.6881
O 4.7940 0.3941 10.5215
S 5.2826 -0.1553 11.9505
O 5.3326 0.9318 12.8632
O 4.5786 -1.3537 12.2359
O 6.7934 -0.5270 11.5325
H 6.7081 -1.3948 9.6713
H 7.9618 -0.1461 9.8543
H 5.6734 0.5482 8.6363
H 6.3079 1.6343 9.8947
*
```

Properties
- Electronic energy: -221437.055 eV

---

Entry 3:
Below is a 2-piece molecular cluster, CH8NO overall in a non-equilibrium geometry, with properties calculated with ωB97M-V/def2-TZVPD.

```
! RIJCOSX wB97M-V def2-TZVPD def2/J DEFGRID3
* xyz 1 1
N -1.5853 -1.0751 -0.4015
H -1.9855 -1.8834 0.2058
H -2.2498 -0.4735 -0.6906
H -0.8136 -0.4762 0.0584
H -1.2438 -1.5769 -1.2049
C 1.5408 1.2602 0.1474
O 0.8475 -0.0410 0.3208
H 0.8006 1.9222 -0.2984
H 1.6552 1.4958 1.2105
H 2.3535 0.9273 -0.5890
H 0.6803 -0.0793 1.2415
*
```

Properties
- Energy above the lowest of the compared OMol25 structures with the same formula, charge and spin: 33.5 kcal per mole
- Electronic energy: -4696.593 eV

---

Entry 4:
Below is a 2-piece molecular cluster, C5H10O overall in a non-equilibrium geometry, with properties calculated with ωB97M-V/def2-TZVPD.

```
! RIJCOSX wB97M-V def2-TZVPD def2/J DEFGRID3
* xyz 0 1
C -0.0582 4.2865 -0.0153
C -0.7675 3.0197 -0.6666
C -0.1345 1.8126 -0.4593
H 0.0705 5.1357 -0.7396
H 0.9215 4.0719 0.2949
H -0.6482 4.6470 0.8512
H -1.7185 2.9751 -1.1272
H -0.1909 0.9536 -1.1554
H 0.3442 1.8293 0.5960
O 0.7690 -3.0028 -0.8225
C -0.1137 -3.0764 0.0380
C 0.2835 -3.1938 1.5112
H -1.1211 -3.1692 -0.1963
H 1.2225 -3.7805 1.6413
H 0.2659 -2.1081 1.8925
H -0.5547 -3.6243 2.0744
*
```

Properties
- Energy above the lowest of the compared OMol25 structures with the same formula, charge and spin: 68.7 kcal per mole
- Electronic energy: -7391.785 eV
- SMILES: C=CC.CC=O